{
  "formula": "C2H11NO3",
  "method": "wB97M-V/def2-TZVPD",
  "elements": ["C", "C", "N", "H", "H", "H", "H", "H", "O", "H", "H", "O", "H", "H", "O", "H", "H"],
  "xyz": [[1.1360, 1.3286, 2.3774], [0.4583, 0.5105, 3.1938], [-0.7436, -0.0404, 2.7807], [0.7482, 1.5068, 1.3845], [2.1283, 1.6892, 2.5928], [0.6040, 0.4921, 4.2664], [-1.0003, 0.1246, 1.8242], [-1.3398, -0.6027, 3.3568], [2.3878, 2.1781, -0.8230], [1.4554, 1.9321, -0.8686], [2.3814, 2.7068, -0.0150], [-0.9194, -3.8704, -6.0474], [-0.5040, -4.3444, -5.3219], [-1.8656, -4.0094, -5.9445], [-1.6000, 0.4415, -0.6506], [-1.1543, 0.2919, -1.4934], [-2.1724, -0.3346, -0.6121]],
  "atomic_forces_ev_per_a": [[0.433, -0.521, 0.129], [-1.328, 1.077, -0.289], [0.318, -0.007, 0.077], [0.063, -0.131, -0.166], [-0.089, 0.231, 0.300], [0.595, -0.576, -0.055], [-0.201, -0.173, -0.065], [0.176, 0.112, 0.046], [-0.460, 0.186, 0.297], [0.120, -0.173, -0.260], [0.356, 0.001, -0.065], [0.002, 0.077, -0.056], [-0.048, -0.036, 0.020], [0.045, -0.043, 0.039], [-0.023, -0.418, -0.255], [0.154, 0.261, 0.060], [-0.114, 0.133, 0.243]],
  "mulliken_charge": [-0.5770, 0.1036, -0.3427, -0.0593, 0.2543, 0.2926, 0.1465, 0.1757, -0.6308, 0.3152, 0.3281, -0.6405, 0.3205, 0.3200, -0.6310, 0.3145, 0.3104],
  "gap_ev": 8.294,
  "de_lowest_kj_mol": 120.0,
  "smiles": "C=CN.O.O.O",
  "largest_force_ev_per_a": 1.7,
  "total_energy_ha": -363.2287,
  "homo_energy_ev": -7.9
}

---

{
  "formula": "C2H11NO3",
  "method": "wB97M-V/def2-TZVPD",
  "elements": ["C", "N", "C", "O", "H", "H", "H", "H", "H", "H", "H", "O", "H", "H", "O", "H", "H"],
  "xyz": [[0.9975, 0.2557, -2.0790], [1.2200, 0.7934, -0.7136], [2.0587, 0.3758, 0.3714], [1.2736, 0.4392, 1.7076], [0.4147, -0.6037, -1.9844], [0.3548, 0.9876, -2.6384], [1.9876, 0.1318, -2.5957], [0.2921, 1.2691, -0.3836], [3.0684, 0.9322, 0.4763], [2.4023, -0.6051, 0.2980], [2.0534, 0.6126, 2.2647], [-3.5549, -2.6028, 0.0919], [-3.8174, -2.3885, 0.9584], [-3.1766, -1.7919, -0.2146], [-2.1806, 0.8411, 1.6898], [-2.0988, 0.7119, 0.7059], [-1.2947, 0.6416, 2.0451]],
  "atomic_forces_ev_per_a": [[1.433, 1.723, 0.714], [-2.994, 2.461, 0.795], [-0.513, 1.233, 1.025], [2.328, 0.320, -2.413], [-0.558, -2.009, -0.457], [0.927, -0.439, 0.488], [-1.168, -0.142, 0.299], [2.867, -1.135, -0.425], [-1.735, 0.109, 0.093], [0.138, -2.084, -0.494], [-0.841, -0.014, 0.394], [0.205, -0.887, -1.312], [-0.602, 0.228, 1.814], [0.400, 0.666, -0.474], [0.450, -0.345, -1.337], [0.000, 0.223, 1.625], [-0.339, 0.093, -0.336]],
  "mulliken_charge": [-0.7475, -0.2859, -0.3367, -0.5104, 0.3346, 0.2524, 0.2705, 0.1672, 0.2646, 0.3042, 0.2952, -0.6191, 0.3210, 0.3001, -0.6377, 0.2865, 0.3411],
  "gap_ev": 9.222,
  "de_lowest_kj_mol": 199.1,
  "smiles": "CNCO.O.O",
  "largest_force_ev_per_a": 4.0,
  "total_energy_ha": -363.1986,
  "homo_energy_ev": -8.8
}

---

{
  "formula": "C2H11NO3",
  "method": "wB97M-V/def2-TZVPD",
  "elements": ["N", "C", "C", "O", "H", "H", "H", "H", "H", "H", "H", "O", "H", "H", "O", "H", "H"],
  "xyz": [[0.9683, -0.8371, -1.7130], [0.6141, -0.9387, -0.2697], [1.6360, 0.0435, 0.3990], [0.9544, 0.3889, 1.6493], [1.5971, -1.5716, -2.0263], [0.1824, -0.7326, -2.3369], [0.7462, -1.8910, 0.2579], [-0.3674, -0.6116, 0.0237], [1.5078, 0.9669, -0.1894], [2.5551, -0.5207, 0.4951], [1.5895, 0.8223, 2.2328], [-1.6692, 1.0471, 1.3816], [-0.7647, 0.8565, 1.7140], [-2.1898, 1.1326, 2.1842], [-2.4993, 0.7165, -1.5873], [-3.2315, 0.5124, -1.0145], [-1.6290, 0.6169, -1.2006]],
  "atomic_forces_ev_per_a": [[-0.382, -0.621, 0.722], [2.169, 0.813, -0.127], [-3.836, 0.099, -0.005], [1.544, -0.424, 0.577], [-0.446, 0.142, 0.048], [-0.048, -0.317, 0.034], [-0.038, -0.313, -0.716], [-0.554, 0.285, -0.548], [1.402, -0.530, -0.075], [0.564, 0.792, 0.203], [-0.172, -0.024, -0.020], [0.348, -0.102, 0.415], [-0.326, 0.087, -0.424], [-0.204, 0.043, -0.046], [0.081, 0.283, -1.696], [0.410, -0.167, 0.816], [-0.511, -0.045, 0.842]],
  "mulliken_charge": [-0.5088, -0.4910, -0.3037, -0.5783, 0.1976, 0.1990, 0.2853, 0.2412, 0.2802, 0.3136, 0.2673, -0.6210, 0.3944, 0.3135, -0.6428, 0.3060, 0.3474],
  "gap_ev": 10.084,
  "de_lowest_kj_mol": 110.1,
  "smiles": "NCCO.O.O",
  "largest_force_ev_per_a": 3.8,
  "total_energy_ha": -363.2325,
  "homo_energy_ev": -9.4
}

---

{
  "formula": "C2H11NO3",
  "method": "wB97M-V/def2-TZVPD",
  "elements": ["C", "N", "C", "H", "H", "H", "H", "H", "O", "H", "H", "O", "H", "H", "O", "H", "H"],
  "xyz": [[-0.4059, -0.5236, -0.1318], [0.8248, -0.7075, -0.3099], [1.5550, -1.4436, 0.7191], [-0.9675, 0.1425, -0.7873], [-1.0268, -0.9780, 0.6475], [1.4027, -2.5120, 0.5558], [1.3210, -1.1964, 1.7541], [2.6088, -1.2263, 0.5690], [2.3193, 0.6823, -2.7517], [1.9250, -0.1113, -2.3797], [2.6058, 1.2475, -2.0390], [2.3582, 3.0187, 0.3676], [1.4367, 2.8527, 0.5889], [2.5378, 2.4281, -0.3279], [-6.0830, -0.6964, 0.8041], [-6.0937, 0.2114, 1.1240], [-6.3182, -1.1882, 1.5972]],
  "atomic_forces_ev_per_a": [[-0.626, 0.223, -0.186], [-0.041, 0.497, 0.557], [0.367, -0.435, -0.571], [0.177, -0.230, -0.331], [0.353, -0.003, 0.347], [0.096, -0.066, 0.124], [-0.402, 0.143, -0.073], [0.128, -0.141, 0.076], [0.079, 0.022, -0.908], [-0.070, 0.149, 0.560], [-0.038, -0.180, 0.307], [-0.426, 1.088, 1.354], [0.009, 0.038, 0.025], [0.386, -1.107, -1.286], [-0.028, 0.118, 0.304], [0.044, 0.119, -0.212], [-0.009, -0.235, -0.089]],
  "mulliken_charge": [-0.4198, -0.1831, -0.9018, 0.2769, 0.2794, 0.3483, 0.3318, 0.2746, -0.6333, 0.3579, 0.2763, -0.6167, 0.3172, 0.2922, -0.6395, 0.3197, 0.3198],
  "gap_ev": 10.826,
  "de_lowest_kj_mol": 138.7,
  "smiles": "C=NC.O.O.O",
  "largest_force_ev_per_a": 1.8,
  "total_energy_ha": -363.2216,
  "homo_energy_ev": -10.2
}

---

{
  "formula": "C2H11NO4",
  "method": "wB97M-V/def2-TZVPD",
  "elements": ["C", "N", "C", "O", "H", "H", "H", "H", "H", "O", "H", "H", "O", "H", "H", "O", "H", "H"],
  "xyz": [[0.5903, -2.1883, 3.2024], [0.2431, -0.8316, 3.0543], [-1.0466, -0.5106, 2.7630], [-1.1892, 0.3270, 1.8287], [0.0909, -2.6532, 4.1398], [0.2589, -2.7474, 2.3229], [1.5993, -2.2821, 3.5108], [0.8669, -0.1197, 2.7416], [-1.8922, -1.0849, 3.4316], [0.0185, 0.9188, -3.8638], [0.5187, 0.2070, -3.3989], [-0.4986, 1.2915, -3.1257], [1.1622, 1.6002, 1.1818], [0.2875, 1.2410, 1.2555], [1.0332, 2.5679, 1.1603], [-0.1640, 0.1900, -6.3140], [0.6832, 0.3924, -6.0840], [-0.5309, 0.9141, -5.7887]],
  "atomic_forces_ev_per_a": [[-1.387, -1.629, 2.206], [-1.739, 0.650, 1.060], [-0.081, 1.042, -1.592], [-1.519, -1.615, 2.699], [0.210, 0.706, -1.491], [0.686, -0.352, 0.174], [1.221, -0.211, -0.536], [0.814, -0.004, -0.587], [1.739, 1.412, -1.936], [0.241, -0.337, 1.940], [-0.470, 0.649, -0.763], [0.240, 0.002, -0.497], [1.115, 1.239, -0.115], [-1.244, -0.487, 0.052], [0.180, -0.755, 0.045], [-3.366, -0.021, -1.058], [4.252, 0.138, 0.515], [-0.892, -0.427, -0.116]],
  "mulliken_charge": [-0.9183, -0.1483, 0.2254, -0.6931, 0.2734, 0.3089, 0.3709, 0.2729, 0.2584, -0.6227, 0.3124, 0.2997, -0.6904, 0.4189, 0.3203, -0.6190, 0.2934, 0.3371],
  "gap_ev": 10.514,
  "de_lowest_kj_mol": 226.2,
  "smiles": "CNC=O.O.O.O",
  "largest_force_ev_per_a": 4.3,
  "total_energy_ha": -438.4714,
  "homo_energy_ev": -9.9
}

---

{
  "formula": "C2H11OP4",
  "method": "wB97M-V/def2-TZVPD",
  "elements": ["C", "C", "O", "P", "P", "P", "P", "H", "H", "H", "H", "H", "H", "H", "H", "H", "H", "H"],
  "xyz": [[-1.7906, 1.0344, 1.8680], [-0.8582, 1.3268, -0.2653], [-0.8755, 1.6736, 0.9914], [0.9033, -1.0582, -2.7280], [-0.2082, -2.1552, 0.4654], [2.6326, -0.3129, 0.3742], [0.6906, -0.4754, -0.6163], [-1.9623, 1.7266, 2.6924], [-1.3555, 0.1068, 2.2550], [-2.7350, 0.8163, 1.3651], [-0.3429, 2.0428, -0.8972], [-1.7276, 0.8379, -0.7028], [1.3851, 0.1972, -3.1070], [2.1956, -1.5660, -2.5186], [-1.3233, -2.1686, -0.3773], [0.4491, -3.1279, -0.2918], [2.0609, 0.1144, 1.5753], [2.8619, 0.9874, -0.0823]],
  "atomic_forces_ev_per_a": [[-0.400, -0.419, 0.599], [1.099, -0.896, -0.612], [0.307, 0.318, -0.251], [-0.276, -0.152, 0.084], [0.087, 0.070, 0.302], [0.215, -0.329, -0.193], [-1.181, 1.038, 0.319], [0.027, -0.120, -0.127], [-0.014, 0.143, -0.065], [0.059, 0.063, -0.042], [0.003, -0.070, 0.043], [-0.029, -0.029, 0.150], [0.119, 0.391, -0.126], [0.193, -0.174, 0.027], [-0.357, 0.037, -0.179], [0.243, -0.319, -0.115], [-0.197, 0.110, 0.353], [0.101, 0.338, -0.167]],
  "mulliken_charge": [-0.6463, -0.4423, -0.2456, -0.0447, -0.1388, -0.0531, 0.1169, 0.2440, 0.2765, 0.3607, 0.4272, 0.4135, 0.1070, 0.1238, 0.1192, 0.1439, 0.1179, 0.1202],
  "gap_ev": 9.173,
  "de_lowest_kj_mol": 0.0,
  "total_charge": 1,
  "largest_force_ev_per_a": 1.6,
  "total_energy_ha": -1523.1114,
  "homo_energy_ev": -13.2
}

---

{
  "formula": "C2H12N2O2",
  "method": "wB97M-V/def2-TZVPD",
  "elements": ["N", "C", "C", "N", "H", "H", "H", "H", "H", "H", "H", "H", "O", "H", "H", "O", "H", "H"],
  "xyz": [[-0.1542, 0.8099, 1.6098], [1.0023, 0.6604, 0.6948], [0.8502, -0.5442, -0.2137], [-0.4026, -0.4040, -0.9923], [0.0258, 0.7173, 2.5902], [-0.9372, 0.2507, 1.3044], [1.8107, 0.6192, 1.4318], [1.0635, 1.6013, 0.1398], [1.7161, -0.6752, -0.8710], [0.8296, -1.4662, 0.3848], [-0.9005, -1.2832, -1.0130], [-0.0953, -0.3331, -1.9499], [-3.6264, -1.3072, 1.7634], [-4.5568, -1.2630, 1.5584], [-3.3339, -1.8340, 1.0203], [2.6983, 1.0214, -2.5709], [2.4328, 0.5182, -3.3194], [2.0361, 1.6578, -2.3305]],
  "atomic_forces_ev_per_a": [[-0.440, 0.111, -1.000], [-0.804, 0.432, 1.816], [0.317, -0.438, 0.380], [0.499, -0.401, -0.311], [0.201, -0.344, 0.091], [-0.172, 0.142, 0.214], [0.678, -0.226, -0.889], [0.306, -0.222, -0.318], [-0.064, 0.318, 0.052], [-0.183, 0.286, 0.098], [-0.144, -0.131, 0.305], [-0.216, 0.441, -0.389], [0.094, -0.123, -0.121], [-0.657, 0.332, 0.288], [0.585, -0.206, -0.165], [1.223, 0.066, 1.003], [-0.616, -0.303, -0.900], [-0.608, 0.266, -0.155]],
  "mulliken_charge": [-0.5146, -0.3321, -0.5147, -0.6194, 0.2160, 0.1733, 0.3193, 0.1132, 0.3858, 0.3572, 0.1826, 0.2422, -0.6231, 0.3125, 0.3073, -0.6298, 0.3043, 0.3199],
  "gap_ev": 9.072,
  "de_lowest_kj_mol": 104.9,
  "smiles": "NCCN.O.O",
  "largest_force_ev_per_a": 2.0,
  "total_energy_ha": -343.3532,
  "homo_energy_ev": -8.4
}

---

{
  "formula": "C2H12N2O2",
  "method": "wB97M-V/def2-TZVPD",
  "elements": ["N", "C", "C", "N", "H", "H", "H", "H", "H", "H", "H", "H", "O", "H", "H", "O", "H", "H"],
  "xyz": [[-1.3512, 1.0092, -1.0310], [-1.6119, -0.0884, -0.0205], [-0.7254, -1.2840, -0.3570], [0.6250, -0.7585, -0.6508], [-1.4423, 1.9385, -0.8450], [-1.6452, 0.8615, -1.9505], [-2.7747, -0.3242, -0.1295], [-1.4389, 0.3886, 0.9322], [-0.6977, -2.1752, 0.3058], [-0.9909, -1.7006, -1.3632], [0.7362, -0.5418, -1.5984], [1.0692, -0.1913, 0.0493], [0.8149, 2.6013, 0.9077], [1.2575, 3.4170, 0.5817], [1.5258, 2.0801, 1.1124], [2.4547, -1.5049, 1.4823], [1.8637, -2.0622, 2.0119], [2.3312, -1.6651, 0.5624]],
  "atomic_forces_ev_per_a": [[0.850, -3.352, 0.743], [-3.099, 1.350, -2.156], [1.330, 0.475, -1.644], [0.096, -2.541, 1.586], [-0.326, 2.591, 1.526], [-0.686, -0.763, -1.316], [2.288, -0.016, 0.734], [0.177, -0.309, 0.458], [-0.244, 0.931, 0.122], [-0.419, 0.252, 0.888], [0.290, 0.962, -0.820], [-0.286, 0.417, -0.330], [-1.996, 3.121, -1.161], [-0.718, -0.691, 0.273], [2.732, -2.408, 0.971], [0.470, 0.342, 1.922], [0.230, 0.163, -0.682], [-0.690, -0.527, -1.112]],
  "mulliken_charge": [-0.4088, -0.3277, -0.6143, -0.4094, 0.1234, 0.1554, 0.2244, 0.3430, 0.2363, 0.2714, 0.1831, 0.2623, -0.5893, 0.3070, 0.2820, -0.6812, 0.3030, 0.3394],
  "gap_ev": 9.284,
  "de_lowest_kj_mol": 160.9,
  "smiles": "NCCN.O.O",
  "largest_force_ev_per_a": 4.0,
  "total_energy_ha": -343.3318,
  "homo_energy_ev": -8.4
}